3 unconnected molecules or ions with the total composition C11H13F2NO7Si. Source: the OMol25 dataset; level of theory: ωB97M-V with the def2-TZVPD basis set.

Structure (XYZ):
```
35
Properties=species:S:1:pos:R:3:forces:R:3:nbo_charge:R:1
O 0.0805 0.7980 -0.0009 0.078 0.034 0.011 -0.55
C -0.6285 0.2059 0.7374 0.086 -0.069 -0.027 0.97
O -1.0672 -1.0602 0.5451 -0.114 0.078 0.213 -0.49
C -1.7718 -1.4775 1.7220 -0.043 -0.200 -0.123 -0.13
C -2.1640 -0.1545 2.3419 0.137 0.052 0.067 0.45
F -2.1621 -0.1972 3.6950 0.066 0.013 -0.024 -0.32
O -1.1265 0.7075 1.9028 -0.278 -0.026 -0.093 -0.50
H -1.0967 -2.0332 2.3737 -0.007 0.073 0.084 0.21
H -2.6195 -2.1014 1.4541 0.030 0.048 -0.150 0.22
H -3.1233 0.2393 2.0028 -0.032 0.017 0.107 0.16
O -1.5579 6.9798 1.8443 -0.003 0.048 -0.054 -0.55
C -0.9373 6.0119 2.1179 0.011 -0.065 -0.052 0.97
O -1.4600 4.7720 2.2781 0.078 -0.049 0.012 -0.49
C -0.3824 3.8420 2.4383 -0.078 -0.115 -0.013 -0.13
C 0.7346 4.7382 2.9238 0.036 0.110 -0.132 0.45
F 1.9504 4.3364 2.4817 -0.031 0.033 -0.047 -0.32
O 0.4095 5.9843 2.3354 -0.079 -0.046 0.226 -0.49
H -0.1378 3.3933 1.4743 0.105 0.015 0.008 0.22
H -0.6528 3.0610 3.1423 -0.125 0.091 0.028 0.21
H 0.7803 4.8583 4.0078 0.112 -0.030 0.003 0.15
O -1.3973 -1.7152 -4.0553 0.360 0.051 -0.037 -1.07
Si 0.2072 -1.3440 -3.8346 0.270 0.139 0.094 1.43
C 1.1306 -2.6432 -2.8475 -0.028 -0.034 0.023 -0.45
C 1.1911 -2.5794 -1.4528 0.215 -0.397 -0.410 -0.24
C 1.8967 -3.5632 -0.7658 -0.246 0.364 0.032 0.03
N 2.5255 -4.5787 -1.3476 -0.032 0.028 -0.043 -0.41
C 2.4661 -4.6356 -2.6733 -0.116 0.143 -0.363 0.03
C 1.7958 -3.7050 -3.4629 -0.053 0.106 0.450 -0.24
H -1.5138 -2.2949 -4.8118 -0.284 -0.077 -0.023 0.49
H 0.3201 -0.0642 -3.1156 -0.201 -0.026 0.051 -0.19
H 0.8845 -1.2275 -5.1484 -0.073 -0.091 -0.042 -0.22
H 0.6965 -1.7805 -0.9282 0.012 0.097 0.185 0.23
H 1.9529 -3.5148 0.3130 0.058 -0.069 0.153 0.19
H 2.9792 -5.4596 -3.1480 0.105 -0.148 0.011 0.19
H 1.7974 -3.7981 -4.5388 0.066 -0.102 -0.123 0.21
```
Positions in Å, forces in eV/Å.

Summary:
net charge: 0
calculated total energy: -40754.0159 eV
orbital gap: 10.107 eV
SMILES: O=C1OC[C@@H](F)O1.O=C1OC[C@@H](F)O1.O[SiH2]c1ccncc1
highest occupied orbital energy: -9.782 eV

***

A molecular structure, C11H13F6N2O9RbS3. Source: the OMol25 dataset; level of theory: ωB97M-V with the def2-TZVPD basis set.

Structure (XYZ):
```
45
Properties=species:S:1:pos:R:3:forces:R:3:mulliken_spin:R:1
Rb 1.2620 -2.3307 0.2565 0.276 0.518 0.030 0.02
C -0.8687 -4.0920 -2.6210 1.508 -1.134 -2.153 0.00
F -1.7953 -4.9592 -3.2039 1.259 1.921 1.358 0.00
F -0.9272 -2.8673 -3.1820 -0.765 -1.210 0.768 0.00
F -1.0016 -4.0285 -1.3155 -1.269 0.448 0.794 0.00
S 0.8743 -4.8350 -2.8646 0.216 -2.475 2.024 0.00
O 1.0097 -5.9621 -1.8970 -0.406 3.019 -0.878 0.00
O 0.8300 -5.3113 -4.2158 0.506 0.872 -0.072 0.00
N 1.8861 -3.5148 -2.3732 -2.639 -3.271 0.920 0.00
S 2.5056 -3.0111 -3.6909 -1.020 2.919 -4.355 0.00
O 3.6113 -3.8096 -4.1458 0.081 0.490 -0.020 0.00
O 1.4148 -2.6526 -4.6678 2.778 -0.349 1.721 0.00
C 3.1515 -1.2752 -3.1180 1.535 -3.355 -1.965 0.00
F 4.1963 -1.4258 -2.3269 0.810 -0.129 0.734 0.00
F 3.5682 -0.6106 -4.1945 -0.430 0.316 -0.027 0.00
F 2.2230 -0.7010 -2.4870 -2.260 1.984 1.223 0.00
C 0.8913 2.5970 5.2619 0.643 0.532 0.295 0.20
C 0.5616 3.4039 4.1417 1.331 -2.590 0.604 -0.12
C 0.9809 2.8948 2.8963 -1.036 0.414 0.440 0.20
C 1.5920 1.6049 2.7771 1.069 0.244 -1.099 -0.09
C 1.9743 0.8946 3.9449 -0.206 0.093 0.254 0.19
C 1.6605 1.4270 5.1955 -0.977 0.387 -1.204 -0.11
N 2.0419 1.1677 1.4458 -1.592 0.559 5.996 0.25
O 2.4783 0.0159 1.3123 1.120 -3.342 -0.041 0.13
O 1.8677 1.9003 0.5247 -0.667 3.174 -3.981 0.25
H 0.7332 2.9622 6.2659 -0.409 0.255 0.104 0.02
H 0.0480 4.3075 4.4350 -0.076 0.319 -0.980 -0.01
H 0.7206 3.4327 1.9967 0.246 -0.072 -0.180 0.05
H 2.4988 -0.0449 3.8523 0.086 0.020 -0.130 0.04
H 1.8868 0.9652 6.1452 0.308 -0.367 -0.148 -0.01
O -1.6188 1.6699 -1.7856 -0.048 -1.278 1.238 0.00
S -1.6188 0.6894 -0.7091 -0.625 1.584 -0.254 0.00
O -0.3585 0.0135 -0.4066 -2.740 0.744 0.278 0.00
O -2.2753 1.4208 0.6364 0.150 -1.128 -0.421 0.00
C -3.4895 2.2583 0.4560 2.094 1.794 -1.782 0.00
C -2.9407 3.6932 0.3707 -0.824 1.388 0.642 0.00
C -3.0061 -0.4292 -1.0131 0.632 -1.508 -0.987 0.00
H -4.2811 2.1857 1.2018 0.733 -0.694 0.478 0.00
H -3.9484 2.0989 -0.5198 0.048 -0.581 0.001 0.00
H -3.7570 4.4109 0.2894 -0.649 -0.147 -0.084 0.00
H -2.3124 4.0119 -0.4611 0.187 -1.060 -0.159 0.00
H -2.4585 4.0763 1.2701 0.284 -0.681 0.236 0.00
H -3.3684 -1.0116 -0.1660 0.103 0.690 0.366 0.00
H -2.6387 -1.2105 -1.6784 0.529 -0.006 -0.148 0.00
H -3.8040 -0.0197 -1.6326 0.105 0.691 0.565 0.00
```
Positions in Å, forces in eV/Å.

Summary:
net charge: -1
calculated total energy: -82487.3710 eV
orbital gap (alpha / beta): 3.691 / 7.528 eV
multiplicity: 2
highest occupied orbital energy (alpha / beta): -2.095 / -5.977 eV

***

A molecular structure, C11H13N2SW. Source: the OMol25 dataset; level of theory: ωB97M-V with the def2-TZVPD basis set.

Structure (XYZ):
```
28
Properties=species:S:1:pos:R:3:forces:R:3:mulliken_spin:R:1
W -0.7792 0.5995 1.2458 0.440 -0.355 0.250 2.05
C -1.9131 2.5302 0.8969 -0.216 0.574 0.388 0.00
C -2.8444 1.5960 1.4528 -0.133 0.875 0.552 -0.08
C -2.3990 1.2270 2.7582 -0.304 0.607 0.221 -0.01
C -1.1991 1.9697 3.0337 -0.408 0.369 0.238 -0.01
C -0.9051 2.7856 1.8949 -0.641 0.386 0.055 -0.01
H -2.0470 3.0953 -0.0348 0.245 -0.482 0.267 0.00
H -3.8163 1.3459 1.0244 0.395 -0.397 -0.171 0.00
H -2.9834 0.6504 3.4855 0.502 -0.126 -0.384 0.00
H -0.7074 2.0359 4.0038 0.108 -0.304 -0.296 0.00
H -0.1713 3.5950 1.8570 0.094 -0.571 -0.165 0.00
C 3.2473 -1.4845 -2.7018 0.917 -0.140 -0.632 0.00
C 2.2063 -1.3224 -1.7093 -0.952 -0.093 0.410 0.00
C 0.8755 -1.7212 -1.9048 -0.007 0.201 0.364 -0.01
C -0.0913 -1.4159 -0.9533 0.420 0.056 -0.307 0.01
N 0.2821 -0.7319 0.1666 1.569 -0.831 -1.154 0.06
C 1.5775 -0.3681 0.3721 -0.267 -0.021 0.450 -0.03
S 1.6958 0.5611 1.8224 -0.671 0.300 -0.295 0.02
N 2.5190 -0.6904 -0.5253 -0.229 0.035 0.140 0.00
C -1.5425 -1.6961 -1.0193 -0.343 -0.066 -0.030 0.00
H 2.8742 -1.9196 -3.6260 -0.064 0.037 0.050 0.00
H 4.0826 -2.1085 -2.3579 -0.141 -0.117 0.209 0.00
H 3.7254 -0.5225 -2.9251 -0.150 0.081 -0.022 0.00
H 0.6099 -2.2237 -2.8256 -0.014 -0.048 0.046 0.00
H 3.4965 -0.4353 -0.3463 -0.223 0.064 -0.016 0.00
H -1.9692 -1.4286 -1.9886 -0.027 0.167 0.074 0.00
H -2.0770 -1.1516 -0.1914 0.064 -0.357 -0.462 0.02
H -1.7469 -2.7710 -0.9048 0.033 0.156 0.219 0.00
```
Positions in Å, forces in eV/Å.

Summary:
net charge: +3
calculated total energy: -27227.2211 eV
orbital gap (alpha / beta): 6.756 / 7.663 eV
multiplicity: 3
highest occupied orbital energy (alpha / beta): -20.504 / -20.879 eV

***

A molecular structure, C11H13N3O5PSr. Source: the OMol25 dataset; level of theory: ωB97M-V with the def2-TZVPD basis set.

Structure (XYZ):
```
34
Properties=species:S:1:pos:R:3:forces:R:3:nbo_charge:R:1
O -1.8434 -4.4752 -0.6049 0.966 2.357 -0.303 -0.45
C -1.4229 -3.4193 -0.7139 -0.958 -2.256 0.352 0.47
Sr -1.0033 0.6522 0.1503 -0.204 0.618 -2.285 1.62
O 2.1392 -1.6104 0.9817 -3.692 1.960 -0.507 -0.41
C 1.1264 -1.0699 0.8515 3.831 -2.230 0.908 0.42
C 1.4090 2.0085 -0.1870 3.560 1.917 -0.741 0.37
O 2.4190 2.5276 -0.4094 -3.666 -1.849 0.731 -0.42
C -1.2961 1.8487 -2.4964 3.128 -0.138 1.692 0.02
O -1.2205 2.1757 -3.6206 -1.375 -0.263 0.257 -0.49
C 0.5938 -0.3629 -1.8000 2.741 -0.953 -1.971 0.36
O 1.5216 -0.6730 -2.4099 -2.790 0.995 1.591 -0.44
H -2.2342 1.4658 -1.8298 -1.501 -0.221 -0.688 -0.11
C 0.2266 0.2672 5.7479 -0.515 0.598 -0.746 -0.07
N 0.1810 1.6085 5.0851 -0.124 0.012 0.705 -0.46
C -0.9888 2.3603 5.6061 -0.187 -0.643 -0.366 -0.07
N -2.2743 1.6280 5.4157 0.604 0.212 0.326 -0.45
C -2.1700 0.3058 6.0551 0.471 -0.067 -0.693 -0.07
N -1.0160 -0.4855 5.5355 -0.542 0.023 0.115 -0.45
C -1.2169 -0.8746 4.1326 0.065 0.024 0.326 -0.49
P -1.3437 0.6113 3.0255 -0.006 0.116 0.640 0.46
C 0.1758 1.5255 3.6345 -0.163 -0.006 0.101 -0.49
C -2.6305 1.5393 4.0078 0.076 -0.066 0.032 -0.48
H 0.3466 0.4390 6.8326 0.130 -0.197 -0.544 0.22
H 1.0609 -0.3034 5.3081 -0.163 0.207 0.419 0.20
H -1.0625 3.3243 5.0818 0.089 -0.224 0.259 0.20
H -0.8435 2.5196 6.6839 -0.041 0.004 -0.359 0.22
H -3.1011 -0.2475 5.8647 0.290 0.089 0.175 0.21
H -2.0220 0.4440 7.1311 -0.093 -0.023 -0.197 0.22
H -0.3812 -1.5022 3.7965 -0.122 0.057 0.116 0.23
H -2.1422 -1.4646 4.0214 0.316 0.163 0.164 0.24
H 0.2005 2.5328 3.1927 -0.106 -0.114 0.204 0.23
H 1.0864 1.0312 3.2771 -0.065 -0.115 0.123 0.22
H -3.5825 1.0014 3.8970 0.139 0.222 0.015 0.24
H -2.7365 2.5463 3.5807 -0.094 -0.208 0.147 0.23
```
Positions in Å, forces in eV/Å.

Summary:
net charge: +1
calculated total energy: -36439.9109 eV
relative energy (zero: lowest compared OMol25 entry of this formula, charge and spin): 32.4 kJ/mol
orbital gap (alpha / beta): 5.328 / 5.329 eV
highest occupied orbital energy (alpha / beta): -9.546 / -9.547 eV